Entry 1:
{"formula": "C5H9NO", "method": "wB97M-V/def2-TZVPD", "homo_ev": [-8.7, -8.7], "spin_multiplicity": 1, "e_lumo_ev": [-0.4, -0.4], "orbital_gap_ev": [8.327, 8.327], "elements": ["C", "C", "C", "C", "C", "N", "O", "H", "H", "H", "H", "H", "H", "H", "H", "H"], "xyz": [[-1.584, -1.162, -0.328], [-0.546, -0.109, -0.109], [-0.798, 1.368, 0.104], [0.720, 1.512, 0.411], [0.764, 0.044, 0.182], [1.891, -0.789, 0.534], [2.970, -0.274, 0.359], [-2.349, -0.831, -1.042], [-2.098, -1.307, 0.632], [-1.199, -2.134, -0.649], [1.120, -1.725, -1.095], [-1.159, 1.943, -0.755], [-1.451, 1.542, 0.966], [0.961, 1.782, 1.444], [1.314, 2.112, -0.280], [1.443, -1.972, -0.374]], "lowdin_charge": [-0.040, -0.226, -0.119, -0.114, -0.284, -0.121, 0.007, 0.082, 0.090, 0.066, 0.112, 0.113, 0.115, 0.115, 0.111, 0.093]}

Entry 2:
{"formula": "C4H6N2", "method": "wB97M-V/def2-TZVPD", "homo_ev": -9.0, "smiles": "Cc1cn[nH]c1", "spin_multiplicity": 1, "e_lumo_ev": 0.4, "orbital_gap_ev": 9.435, "elements": ["C", "C", "C", "N", "N", "C", "H", "H", "H", "H", "H", "H"], "xyz": [[1.451, -0.588, 0.725], [0.170, -0.095, 0.108], [-1.213, -0.355, 0.453], [-2.074, 0.292, -0.271], [-1.315, 1.118, -1.148], [-0.014, 0.565, -1.063], [1.774, -1.526, 0.267], [2.259, 0.143, 0.593], [1.360, -0.755, 1.805], [-1.562, -1.105, 1.149], [-1.273, 2.004, -0.608], [0.436, 0.300, -2.010]], "lowdin_charge": [-0.053, -0.251, -0.140, 0.009, -0.058, -0.106, 0.078, 0.078, 0.078, 0.108, 0.137, 0.120]}

Table of ΔE to the lowest compared entry with this formula, charge and spin (kcal/mol), in record order: 147.70 66.03
Table of molecular weight (g mol⁻¹), in record order: 99.13 82.11